ORCA calculation (wB97M-V/def2-TZVPD) on a molecular structure, C19H19N8O5Tc.

Results
Frontier orbital gap (alpha / beta) ... 8.555 / 6.349 eV
Energy relative to the best compared isomer or geometry (same formula, charge and spin) ... 11.3 kJ/mol
Multiplicity ... 4
Charge ... +3
Calculated total energy ... -1629.6544 Ha

Geometry as XYZ:
```
52
C19H19N8O5Tc, DFT wB97M-V/def2-TZVPD
Tc -0.05 0.00 -0.06
N -0.09 -3.50 2.24
C 0.92 -2.96 3.01
C 1.21 -1.74 2.47
N 0.39 -1.54 1.38
C -0.38 -2.62 1.27
C -1.38 -2.59 0.22
N -1.47 -1.45 -0.47
C -2.47 -1.61 -1.41
C -2.98 -2.86 -1.27
N -2.28 -3.46 -0.24
H -0.51 -4.40 2.39
H 1.33 -3.49 3.85
H 1.94 -1.03 2.79
H -2.76 -0.83 -2.09
H -3.77 -3.37 -1.80
H -2.44 -4.41 0.08
C 3.30 2.21 1.68
C 1.93 2.14 1.10
O 1.57 1.08 0.49
N 1.11 3.16 1.23
C -0.23 3.21 0.63
C -1.25 2.42 1.42
C -2.15 3.09 2.22
C -3.10 2.39 2.96
C -3.11 1.01 2.87
C -2.19 0.39 2.05
N -1.27 1.07 1.33
H 3.98 1.62 1.07
H 3.28 1.80 2.69
H 3.66 3.24 1.74
H 1.45 3.97 1.72
H -0.18 2.88 -0.40
H -0.53 4.26 0.62
H -2.12 4.17 2.27
H -3.81 2.91 3.58
H -3.82 0.41 3.42
H -2.18 -0.68 1.96
O 2.48 -0.48 -6.17
C 1.72 0.13 -5.26
O 1.04 1.06 -5.52
C 1.72 -0.42 -3.85
C 2.60 -1.26 -3.19
N 2.21 -1.35 -1.91
N 1.10 -0.62 -1.70
C 0.79 -0.05 -2.87
C -0.45 0.79 -2.81
O -1.15 1.14 -3.69
O -0.74 1.04 -1.48
H 2.94 -1.27 -5.87
H 3.49 -1.77 -3.53
H 2.65 -1.86 -1.17
```

natural (NBO) atomic charge list, values in e, 4 entries: Tc 1.57; N -0.45; C -0.01; C -0.05

=====

ORCA calculation (wB97M-V/def2-TZVPD) on a molecular structure, C43H35N4O2S6Tc.

Results
Frontier orbital gap (alpha / beta) ... 5.953 / 6.860 eV
Energy relative to the best compared isomer or geometry (same formula, charge and spin) ... 123.8 kJ/mol
Multiplicity ... 4
Charge ... +1
Calculated total energy ... -4498.7996 Ha

Geometry as XYZ:
```
91
C43H35N4O2S6Tc, DFT wB97M-V/def2-TZVPD
Tc 0.35 0.46 0.21
C -0.42 -3.91 0.70
C 0.15 -2.55 0.44
N -0.54 -1.46 0.53
N -1.88 -1.57 0.81
C -2.55 -0.62 0.24
N -3.89 -0.64 0.30
S -1.81 0.71 -0.66
C 1.53 -2.36 -0.04
C 2.43 -3.40 -0.16
C 3.67 -3.15 -0.73
C 3.96 -1.88 -1.17
C 3.01 -0.88 -1.00
N 1.83 -1.11 -0.43
H -1.50 -3.87 0.62
H -0.17 -4.23 1.71
H -0.02 -4.63 -0.01
H -4.36 -1.44 0.68
H -4.43 0.09 -0.15
H 2.17 -4.40 0.17
H 4.39 -3.95 -0.84
H 4.90 -1.64 -1.65
H 3.19 0.13 -1.33
C -0.89 1.55 -9.25
C -0.71 1.54 -7.76
C -0.08 0.48 -7.13
C 0.08 0.45 -5.75
C -0.39 1.51 -5.00
C -1.04 2.58 -5.60
C -1.19 2.59 -6.98
S -0.23 1.46 -3.22
O 0.37 0.13 -2.88
C 1.03 2.70 -3.01
C 2.02 2.88 -3.95
C 3.02 3.82 -3.78
C 3.06 4.66 -2.62
C 4.03 5.66 -2.50
C 4.07 6.48 -1.39
C 3.15 6.29 -0.37
C 2.18 5.31 -0.47
C 2.11 4.49 -1.59
C 1.07 3.37 -1.66
C -0.27 3.95 -1.16
C -0.86 4.98 -1.98
C -0.35 5.34 -3.26
C -0.95 6.30 -4.03
C -2.08 7.00 -3.56
C -2.57 6.72 -2.32
C -1.96 5.73 -1.50
C -2.41 5.53 -0.18
C -1.85 4.58 0.60
C -0.83 3.74 0.08
S -0.25 2.50 1.26
O 0.77 3.11 2.13
C -1.64 2.22 2.38
C -1.25 2.05 3.71
C -2.20 1.75 4.67
C -3.54 1.64 4.35
C -4.57 1.31 5.39
C -3.92 1.84 3.02
C -2.98 2.12 2.04
H 0.05 1.30 -9.76
H -1.22 2.52 -9.61
H -1.63 0.81 -9.55
H 0.30 -0.35 -7.73
H 0.57 -0.38 -5.25
H -1.42 3.40 -5.00
H -1.69 3.43 -7.45
H 1.99 2.29 -4.86
H 3.78 3.95 -4.54
H 4.75 5.79 -3.30
H 4.83 7.25 -1.31
H 3.18 6.92 0.52
H 1.48 5.16 0.35
H 0.52 4.86 -3.66
H -0.53 6.55 -5.00
H -2.55 7.76 -4.17
H -3.42 7.26 -1.92
H -3.20 6.17 0.21
H -2.17 4.46 1.62
H -0.21 2.17 3.98
H -1.88 1.62 5.70
H -4.21 1.53 6.39
H -4.81 0.24 5.36
H -5.49 1.86 5.23
H -4.96 1.79 2.75
H -3.30 2.28 1.02
S 3.89 1.75 2.36
C 2.68 0.83 2.44
S 1.43 -0.14 2.52
S 1.85 2.09 -0.55
```

Löwdin atomic charge list, values in e, 4 entries: Tc 0.73; C 0.00; C -0.27; N -0.15